2 unconnected molecules or ions with the total composition C4H9NO2. Source: OMol25; level of theory: ωB97M-V/def2-TZVPD.

The geometry in XYZ format:
```
16
Properties=species:S:1:pos:R:3:forces:R:3
H -1.167382 2.124914 -0.636380 0.0 -0.1 0.0
N -0.653831 1.261055 -0.436238 -0.3 0.0 0.2
C -1.247070 0.588148 0.464911 0.1 0.1 -0.1
C -2.516083 0.945675 1.183786 0.0 0.1 0.0
H -0.776205 -0.354903 0.756567 -0.1 0.1 0.0
H -2.924582 1.901952 0.840154 0.1 -0.1 0.0
H -3.269831 0.163516 1.036070 0.1 0.1 0.0
H -2.326234 1.006452 2.261741 0.0 0.0 -0.1
C 2.422562 -0.091005 -0.783238 0.1 0.2 0.1
O 1.994193 -1.327544 -1.380246 -0.1 -0.1 0.0
C 1.179163 -2.063529 -0.637679 -0.1 -0.1 0.3
O 0.834203 -1.822353 0.494168 0.2 -0.1 -0.5
H 3.170223 0.314182 -1.465085 -0.1 0.0 0.1
H 1.562466 0.579827 -0.693386 0.2 -0.1 0.0
H 2.859508 -0.277449 0.200882 0.0 0.0 -0.1
H 0.858902 -2.948934 -1.206033 0.0 0.1 0.1
```
Forces are in eV/Å.

As for the multiplicity: 1. For the gap between HOMO and LUMO, the calculation gives 11.0 eV. The calculation puts the energy at -363.02241 a.u. Its maximum force is 0.53 eV Å⁻¹.